89
Properties=species:S:1:pos:R:3 method="wB97M-V/def2-TZVPD" fmax_ev_per_a=3.2 mol_weight_g_mol=927.9 multiplicity=2 de_lowest_kcal_mol=41.7 e_tot_ev=-117569.277 homo_lumo_gap_ev="3.96 / 6.88" total_charge=-1 s_squared=0.758
Zr 3.1130 8.7021 15.8211
O 3.5900 7.5179 17.8452
C 4.9943 7.5430 18.3244
C 5.9221 7.4851 17.1477
C 7.1631 6.8612 17.2825
C 7.9650 6.5167 16.2052
C 7.5316 6.9391 14.9531
C 6.3626 7.7074 14.9033
N 5.4982 7.9365 15.9363
H 2.9404 7.1973 18.4879
H 5.1860 6.6863 19.0156
H 5.1315 8.5275 18.8062
H 7.4768 6.5462 18.3051
H 8.8247 5.8845 16.4552
H 8.1929 6.7804 14.1032
H 6.0833 8.0962 13.9390
O 6.0640 11.5252 14.6407
C 5.0996 10.9073 15.0452
O 4.4849 9.8614 14.5351
C 4.3717 11.3084 16.5918
O 4.5369 12.3817 17.1498
O 3.7831 10.2421 17.1343
O 1.5255 9.8762 15.5270
N 0.5136 10.5679 14.9629
C 0.8849 11.6363 14.1612
C -0.0364 12.3777 13.5219
C -1.3916 12.0149 13.5638
C -1.7394 10.8871 14.2289
C -0.7698 10.0647 14.9137
S -1.4193 8.8368 15.8848
H 1.9380 11.8040 14.2462
H 0.2777 13.3064 12.9907
H -2.2044 12.6409 13.1779
H -2.7680 10.5744 14.1740
N -1.5398 8.2976 20.0282
P 0.1216 8.9493 19.7998
C 1.0526 8.0028 21.0334
C 0.2754 7.2692 21.9334
C 0.9439 6.7580 23.0535
C 2.3190 7.0573 23.2713
C 3.0420 7.7781 22.3426
C 2.4086 8.2969 21.1934
C -0.1489 10.4836 20.7171
C -0.0098 11.7109 20.0717
C -0.0748 12.8789 20.8337
C -0.6092 12.8976 22.1244
C -0.9298 11.6628 22.7355
C -0.6753 10.4688 22.0210
P -2.3958 7.1204 19.1828
C -3.9678 7.3263 20.0986
C -4.2604 8.2270 21.1858
C -5.5377 8.4449 21.6298
C -6.6310 7.6880 21.1593
C -6.3714 6.7591 20.1335
C -5.0682 6.5382 19.6702
C -1.9067 5.4541 19.6849
C -2.5421 4.7628 20.7500
C -2.2176 3.4417 21.0802
C -1.1231 2.8125 20.5164
C -0.4104 3.5444 19.5479
C -0.8333 4.7946 19.0648
H -2.2669 9.0199 20.1858
H -0.7956 7.0883 21.7938
H 0.4277 6.1548 23.7875
H 2.6654 6.8417 24.2779
H 4.1572 7.8732 22.4371
H 2.8946 9.0909 20.6201
H 0.3172 11.6707 19.0594
H 0.2545 13.7746 20.3216
H -0.9454 13.8364 22.6021
H -1.2101 11.5642 23.7854
H -0.8735 9.4882 22.4488
H -3.4208 8.7153 21.6658
H -5.5966 9.1066 22.5332
H -7.6114 7.8101 21.5381
H -7.1000 6.2310 19.5532
H -4.8808 5.6755 18.9953
H -3.2909 5.3135 21.3547
H -2.8389 2.9837 21.8523
H -0.8943 1.7856 20.7959
H 0.5545 3.1541 19.1349
H -0.3979 5.2022 18.1725
Cl 1.3824 4.5623 12.5238
C 0.9493 6.0647 13.5804
Cl -0.2043 7.0362 12.4956
C 2.0670 6.9197 14.1954
O 2.7853 7.8276 13.6163
O 2.0543 6.7675 15.5161
H 0.3633 5.4843 14.3383

=====

82
Properties=species:S:1:pos:R:3 method="wB97M-V/def2-TZVPD" fmax_ev_per_a=0.3 mol_weight_g_mol=833.1 multiplicity=2 de_lowest_kcal_mol=18.7 e_tot_ev=-107339.983 homo_lumo_gap_ev="4.67 / 4.66" total_charge=-2 s_squared=0.754
Ru 0.3846 -0.3397 -0.7137
C 1.2002 -2.5763 1.3137
P 1.0262 -0.7000 1.5097
C 2.2975 0.4128 1.9083
C 2.8451 0.9698 0.5899
C 3.7411 2.1648 0.8395
C 3.8099 2.7997 2.0218
C 3.1086 2.3370 3.1914
C 2.3883 1.1689 3.0852
C -0.0446 -0.8361 3.0071
C 0.5954 -1.1535 4.2104
C -0.1248 -1.3242 5.3820
C -1.5075 -1.1990 5.3741
C -2.1574 -0.9314 4.1799
C -1.4294 -0.7615 3.0106
C -0.2187 -2.8863 0.9029
C -1.2648 -3.6754 1.3591
C -2.4608 -3.1392 0.7898
C -2.0788 -2.0522 0.0138
C -2.7896 -0.9402 -0.7222
P -1.6768 0.5496 -0.5750
C -2.3062 1.5487 0.8313
C -1.3749 2.1525 1.6726
C -1.7912 2.8979 2.7653
C -3.1451 3.0405 3.0342
C -4.0821 2.4440 2.1975
C -3.6639 1.7078 1.1001
C -2.1305 1.6499 -1.9563
C -3.3057 1.5406 -2.6911
C -3.5710 2.4286 -3.7241
C -2.6641 3.4332 -4.0287
C -1.4837 3.5434 -3.3024
C -1.2159 2.6538 -2.2763
N -0.7304 -1.9491 0.0656
H 1.5086 -3.0648 2.2372
H 1.9190 -2.7738 0.5153
H 3.4220 0.2022 0.0626
H 4.2896 2.5508 -0.0159
H 4.4270 3.6936 2.0985
H 3.1578 2.8803 4.1263
H 1.8475 0.8425 3.9699
H 1.6724 -1.2713 4.2223
H 0.3959 -1.5598 6.3034
H -2.0732 -1.3299 6.2898
H -3.2389 -0.8721 4.1451
H -1.9550 -0.6207 2.0844
H -1.1950 -4.4971 2.0571
H -3.4679 -3.4987 0.9463
H -3.8124 -0.7872 -0.3718
H -2.8115 -1.1370 -1.7973
H -0.3148 1.9970 1.4994
H -1.0484 3.3394 3.4181
H -3.4729 3.6051 3.8991
H -5.1410 2.5497 2.4040
H -4.4058 1.2526 0.4537
H -4.0083 0.7459 -2.4718
H -4.4814 2.3255 -4.3027
H -2.8681 4.1186 -4.8428
H -0.7614 4.3114 -3.5507
H -0.2797 2.7077 -1.7305
Cl 5.5761 -1.7068 -6.1893
C 4.5600 -1.5545 -4.7674
C 3.5839 -0.5840 -4.7170
C 2.7726 -0.4464 -3.5983
Cl 1.6089 0.8398 -3.6837
C 2.8873 -1.2927 -2.4586
O 2.2122 -1.2929 -1.3742
C 3.9281 -2.2692 -2.5991
Cl 4.1621 -3.3640 -1.2621
C 4.7422 -2.4124 -3.6966
H 3.4345 0.0847 -5.5527
H 5.5005 -3.1823 -3.7146
C 1.6583 1.3559 -0.3251
H 1.1377 2.2029 0.1406
H 2.0299 1.7154 -1.2910
C 0.0254 -3.2653 -2.7374
C -0.4298 -1.9469 -3.3511
O -0.7583 -1.9077 -4.5366
O -0.5076 -0.9192 -2.5703
H 0.0079 -4.0407 -3.5016
H -0.6387 -3.5305 -1.9133
H 1.0237 -3.1728 -2.3161

=====

86
Properties=species:S:1:pos:R:3 method="wB97M-V/def2-TZVPD" fmax_ev_per_a=2.3 mol_weight_g_mol=1137.9 multiplicity=2 de_lowest_kcal_mol=0.5 e_tot_ev=-126865.130 homo_lumo_gap_ev="7.29 / 7.11" total_charge=-1 s_squared=0.757
Cs -0.3906 -1.2620 2.7832
S -0.2982 0.1916 5.8800
Sb 2.2585 0.1390 5.8651
S 0.6032 -1.7060 6.0502
S 2.8943 0.1623 3.6770
O -3.4302 -0.9595 0.3618
N -2.5079 -0.5364 -0.5390
C -2.3154 0.6999 -0.5238
C -3.0886 1.6735 0.2832
C -4.5005 1.7130 0.1740
C -5.2034 2.5115 1.0375
C -4.5839 3.3139 2.0141
C -3.2127 3.3158 2.0657
C -2.4531 2.5054 1.1805
P -0.6707 2.2350 1.5941
C 0.4485 2.6956 0.2082
C 0.3369 3.8044 -0.6641
C 1.3732 4.1624 -1.5542
C 2.5482 3.3650 -1.5362
C 2.6561 2.2875 -0.6561
C 1.6359 1.9901 0.2088
C -0.2680 3.6119 2.6760
C -0.5513 4.9735 2.3974
C -0.0365 5.9657 3.2169
C 0.8102 5.6317 4.2627
C 1.1614 4.3016 4.4452
C 0.6102 3.3036 3.6739
H -3.3919 -1.9503 0.2915
H -1.5939 1.0883 -1.2136
H -5.0166 1.1126 -0.5489
H -6.3058 2.4586 0.9378
H -5.2037 3.9431 2.6446
H -2.7873 3.9262 2.8463
H -0.5566 4.3769 -0.6437
H 1.1860 5.0076 -2.2106
H 3.3220 3.5086 -2.2844
H 3.5049 1.6105 -0.6540
H 1.7647 1.1891 0.9434
H -1.1301 5.2422 1.5020
H -0.1976 6.9747 2.9029
H 1.2818 6.4220 4.8320
H 1.8836 4.0775 5.2203
H 0.9301 2.2718 3.8629
Cl 2.5344 -2.6321 0.5614
C 3.2885 -1.7625 -0.7633
C 4.6684 -1.6230 -0.6763
C 5.3271 -0.9328 -1.6835
C 4.5998 -0.3897 -2.7571
C 3.2078 -0.6138 -2.8598
C 2.4917 -1.3156 -1.8355
P 0.7332 -1.2969 -1.5063
C 0.2627 -3.1108 -1.7222
C 0.9966 -3.9245 -2.6108
C 0.6947 -5.2558 -2.7864
C -0.4822 -5.7599 -2.2459
C -1.3214 -4.9150 -1.5409
C -0.9278 -3.6076 -1.2259
C 0.0558 -0.4670 -2.9979
C 0.3059 0.8732 -3.1998
C -0.0656 1.5421 -4.3424
C -0.8719 0.9145 -5.2596
C -1.1744 -0.4391 -5.1079
C -0.6703 -1.1446 -4.0003
H 5.1908 -1.9440 0.2379
H 6.4049 -0.7972 -1.5453
H 5.0689 0.1400 -3.5640
H 2.6680 -0.2242 -3.7172
H 1.8943 -3.5026 -3.0529
H 1.3858 -5.9686 -3.3250
H -0.7337 -6.8119 -2.5088
H -2.3147 -5.2252 -1.1962
H -1.6233 -2.9669 -0.6836
H 0.8954 1.4925 -2.5058
H 0.2519 2.5744 -4.4758
H -1.2129 1.4254 -6.1262
H -1.7504 -0.9993 -5.8314
H -0.9498 -2.1982 -3.8680
N -0.4448 -5.4360 1.6824
C -0.3231 -5.9739 2.9515
O 0.6520 -6.6021 3.3903
C -1.4272 -5.7337 3.8454
I -3.8996 -4.4009 1.0451
H 0.1972 -5.8135 0.9579
H -1.3719 -5.1688 1.3805
H -1.2958 -6.0494 4.9201
H -2.4303 -5.3049 3.5387

=====

81
Properties=species:S:1:pos:R:3 method="wB97M-V/def2-TZVPD" fmax_ev_per_a=2.5 mol_weight_g_mol=841.5 multiplicity=2 de_lowest_kcal_mol=2.3 e_tot_ev=-116104.154 homo_lumo_gap_ev="6.53 / 5.44" total_charge=+1 s_squared=0.753
C -2.2400 -4.3004 0.2195
C -1.2183 -3.7044 1.0121
C -1.7197 -2.4709 1.5057
H -0.2629 -4.1618 1.2684
C -3.0429 -2.3025 1.0141
C -3.3636 -3.4325 0.2179
H -4.3386 -3.6540 -0.2166
H -2.2057 -5.2942 -0.2233
H -1.2322 -1.8235 2.2262
H -3.7264 -1.5013 1.2920
Yb -1.5148 -2.1566 -1.0358
Si 1.8341 3.2378 1.3321
C 3.5935 3.6759 0.8619
C 3.9103 4.5041 -0.2330
H 3.1102 4.9054 -0.8623
C 5.2488 4.8158 -0.5184
H 5.4933 5.4402 -1.3828
C 6.2831 4.3443 0.3029
H 7.3237 4.6137 0.0911
C 5.9682 3.5400 1.4070
H 6.7572 3.1826 2.0744
C 4.6389 3.1818 1.6653
H 4.4087 2.5169 2.5051
C 0.8878 4.8181 1.6548
C 1.4496 5.7359 2.5661
H 2.4419 5.5451 2.9874
C 0.7607 6.9029 2.9252
H 1.2119 7.5935 3.6428
C -0.4818 7.2005 2.3510
H -1.0081 8.1241 2.6193
C -1.0239 6.3113 1.4108
H -1.9754 6.5541 0.9338
C -0.3522 5.1287 1.0620
H -0.7724 4.4560 0.3075
H 1.9197 2.6319 2.6831
Si 0.8906 1.2277 0.1079
C -0.5078 1.0997 1.3574
C -0.2277 0.9110 2.7194
H 0.8028 0.7628 3.0588
C -1.2475 0.9483 3.6750
H -0.9970 0.8075 4.7294
C -2.5682 1.1605 3.2751
H -3.3658 1.2256 4.0169
C -2.8672 1.2538 1.9081
H -3.9016 1.3554 1.5702
C -1.8462 1.2178 0.9581
H -2.1054 1.2949 -0.1002
C 2.2825 0.0462 0.5517
C 2.0242 -1.0331 1.4117
H 0.9939 -1.2978 1.6781
C 3.0846 -1.7568 1.9692
H 2.8866 -2.5037 2.7404
C 4.3912 -1.5354 1.5211
H 5.2083 -2.1519 1.9050
C 4.6349 -0.5564 0.5502
H 5.6490 -0.4057 0.1667
C 3.5873 0.2329 0.0690
H 3.7971 1.0183 -0.6602
H 1.0316 2.4395 -0.7052
Cl 0.0145 0.1293 -1.5999
N -3.3199 -4.2937 -4.5099
C -2.5715 -5.4489 -4.2941
C -2.7437 -6.7296 -4.7937
C -2.0340 -7.7655 -4.1611
C -1.1711 -7.4927 -3.0850
C -1.0005 -6.1879 -2.5989
C -1.7222 -5.1520 -3.2108
N -1.9497 -3.8352 -2.8141
C -2.9337 -3.3476 -3.6164
C -3.5208 -2.0141 -3.5256
C -4.5375 -1.4921 -4.3067
S -4.9015 0.1387 -3.8472
C -3.7268 0.0269 -2.5643
N -3.0708 -1.1387 -2.5255
H -4.0619 -4.1858 -5.1940
H -3.4066 -6.8927 -5.6453
H -2.1523 -8.7964 -4.5001
H -0.6301 -8.3192 -2.6209
H -0.3569 -5.9461 -1.7517
H -5.0325 -2.0267 -5.1082
H -3.5632 0.8509 -1.8681

=====

82
Properties=species:S:1:pos:R:3 method="wB97M-V/def2-TZVPD" fmax_ev_per_a=0.6 mol_weight_g_mol=776.3 multiplicity=3 e_tot_ev=-83436.320 homo_lumo_gap_ev="6.94 / 6.57" total_charge=+1 s_squared=2.040
Pd -0.7871 -0.4831 0.5112
C -2.4679 -3.4383 -0.6867
C -3.3887 -2.4289 -0.0808
N -3.0099 -1.2778 0.3972
C -4.0770 -0.5581 0.9067
C -5.2722 -1.1839 0.8078
S -5.0759 -2.7042 0.0610
C -3.8189 0.7752 1.4741
C -4.7308 1.7047 1.8480
S -3.9311 3.1090 2.4005
C -2.4058 2.3711 2.0935
N -2.5050 1.1626 1.6229
C -1.1067 3.0783 2.3287
H -2.4260 -4.3410 -0.0766
H -1.4719 -3.0083 -0.7432
H -2.7926 -3.7210 -1.6880
H -6.2410 -0.8370 1.1323
H -5.8088 1.6490 1.8148
H -0.9778 3.9009 1.6236
H -0.2980 2.3662 2.1828
H -1.0458 3.4882 3.3368
O -1.7031 -1.8911 3.0148
N -0.5545 -1.1766 2.6889
C -0.1101 -0.4314 3.6174
C 1.1488 0.3375 3.5845
C 1.5655 0.7726 4.8453
C 2.7580 1.4469 5.0204
C 3.5573 1.7006 3.9174
C 3.1456 1.2925 2.6589
C 1.9432 0.6142 2.4564
P 1.4894 0.0802 0.7472
C 2.2105 1.3772 -0.3122
C 2.7959 1.0636 -1.5380
C 3.2592 2.0702 -2.3758
C 3.1386 3.4010 -2.0037
C 2.5342 3.7255 -0.7951
C 2.0694 2.7207 0.0413
C 2.6031 -1.3717 0.5746
C 2.0844 -2.6511 0.7562
C 2.9106 -3.7655 0.6823
C 4.2651 -3.6127 0.4185
C 4.7923 -2.3404 0.2417
C 3.9671 -1.2280 0.3255
H -1.9824 -1.6213 3.9049
H -0.6694 -0.3788 4.5542
H 0.9375 0.5628 5.7047
H 3.0651 1.7628 6.0089
H 4.4992 2.2213 4.0336
H 3.7791 1.5127 1.8086
H 2.8980 0.0287 -1.8421
H 3.7120 1.8084 -3.3246
H 3.5176 4.1842 -2.6484
H 2.4263 4.7628 -0.5021
H 1.5926 2.9901 0.9769
H 1.0290 -2.7749 0.9632
H 2.4937 -4.7546 0.8274
H 4.9088 -4.4812 0.3531
H 5.8488 -2.2118 0.0420
H 4.3950 -0.2434 0.1837
C 1.9370 -1.5272 -4.3597
C 1.1751 -0.4012 -4.6615
C 0.1965 0.0345 -3.7865
C -0.0103 -0.6389 -2.5721
C 0.7723 -1.7552 -2.2675
C 1.7257 -2.2064 -3.1646
N -0.9570 -0.1871 -1.6495
C -2.1731 0.2542 -2.1798
C -2.8239 1.3326 -1.5763
C -4.0759 1.7213 -2.0148
C -4.7097 1.0235 -3.0387
C -4.0689 -0.0526 -3.6434
C -2.8007 -0.4295 -3.2321
H 2.6912 -1.8732 -5.0557
H 1.3482 0.1392 -5.5835
H -0.3978 0.9112 -4.0119
H 0.6149 -2.2671 -1.3280
H 2.3110 -3.0852 -2.9222
H -2.3186 1.8625 -0.7786
H -4.5656 2.5701 -1.5536
H -5.6991 1.3179 -3.3645
H -4.5580 -0.5982 -4.4413
H -2.2958 -1.2709 -3.6913